(1)
# C8H17N3O3

The molecule C8H17N3O3 in a non-equilibrium geometry (the ωB97M-V functional and the def2-TZVPD basis, the OMol25 dataset).

Atoms and positions in Å:
N (-3.163, -1.792, -0.978)
C (-2.258, -0.660, -1.013)
C (-1.869, -0.154, 0.378)
C (-0.841, -0.977, 1.200)
C (0.453, -1.498, 0.455)
C (1.440, -0.444, -0.045)
N (1.013, 0.467, -1.070)
C (0.564, 1.759, -1.056)
O (0.288, 2.308, -2.122)
C (0.464, 2.725, 0.195)
N (0.842, 2.264, 1.500)
C (2.742, -1.156, -0.555)
O (3.142, -1.171, -1.680)
O (3.530, -1.611, 0.455)
H (-4.140, -1.501, -0.698)
H (-2.886, -2.532, -0.370)
H (-2.722, 0.189, -1.340)
H (-1.394, -0.829, -1.651)
H (-2.862, 0.008, 0.904)
H (-1.508, 0.883, 0.084)
H (-1.303, -1.807, 1.666)
H (-0.543, -0.188, 1.965)
H (0.093, -2.182, -0.336)
H (1.121, -2.164, 1.107)
H (1.602, 0.184, 0.895)
H (1.422, 0.274, -1.985)
H (-0.628, 2.847, 0.220)
H (0.881, 3.685, -0.167)
H (0.376, 2.698, 2.310)
H (1.815, 2.478, 1.694)
H (4.327, -2.104, 0.038)

Computed properties:
SMILES   NCCCC[C@H](NC(=O)CN)C(=O)O
Energy above the lowest of the compared OMol25 structures with the same formula, charge and spin   99.1 kJ/mol

---

(2)
# C3H2EuLiO3

A structure of composition C3H2EuLiO3 in a non-equilibrium geometry (the ωB97M-V functional and the def2-TZVPD basis, the OMol25 dataset).

Atoms and positions in Å:
O (-2.028, -0.126, 1.371)
O (-0.350, -0.475, -0.781)
C (0.356, 0.104, -1.775)
C (0.051, -0.304, 0.579)
O (1.411, 0.697, -1.436)
C (-0.838, 0.302, 1.478)
Li (-0.385, -0.287, -3.687)
H (-0.585, 0.541, 2.534)
H (0.053, -1.398, 1.117)
Eu (2.315, 0.946, 0.601)

Computed properties:
Charge   +1
Energy above the lowest of the compared OMol25 structures with the same formula, charge and spin   91.0 kJ/mol
Multiplicity   8

---

(3)
# C37H35Cl3Ge2N3O2S2Zr

A structure of composition C37H35Cl3Ge2N3O2S2Zr in a non-equilibrium geometry (the ωB97M-V functional and the def2-TZVPD basis, the OMol25 dataset).

Atoms and positions in Å:
Zr (-0.572, -0.467, -0.675)
C (1.552, 3.784, -0.288)
C (0.047, 3.696, -0.503)
Ge (-0.807, 2.104, 0.306)
C (-2.751, 2.552, 0.227)
C (-3.662, 1.547, 0.917)
C (-0.580, 2.250, 2.270)
C (0.009, 1.400, 3.120)
Ge (1.127, -0.116, 2.500)
C (1.336, -1.368, 4.011)
C (2.706, -1.602, 4.637)
C (2.710, 0.700, 1.675)
C (3.839, 1.073, 2.631)
C (-0.095, 1.638, 4.582)
C (-1.341, 1.865, 5.171)
C (-1.456, 2.102, 6.533)
C (-0.327, 2.115, 7.339)
C (0.918, 1.889, 6.767)
C (1.028, 1.647, 5.407)
H (1.984, 4.681, -0.741)
H (2.058, 2.919, -0.723)
H (1.801, 3.808, 0.777)
H (-0.180, 3.680, -1.572)
H (-0.456, 4.577, -0.088)
H (-3.037, 2.683, -0.821)
H (-2.834, 3.539, 0.698)
H (-3.766, 0.637, 0.319)
H (-4.667, 1.944, 1.083)
H (-3.263, 1.243, 1.890)
H (-1.096, 3.103, 2.727)
H (0.916, -2.321, 3.674)
H (0.646, -1.005, 4.778)
H (3.452, -1.903, 3.900)
H (2.658, -2.391, 5.391)
H (3.081, -0.706, 5.136)
H (2.334, 1.606, 1.197)
H (3.078, 0.063, 0.874)
H (3.511, 1.782, 3.396)
H (4.658, 1.553, 2.089)
H (4.254, 0.203, 3.145)
H (-2.222, 1.840, 4.543)
H (-2.435, 2.269, 6.964)
H (-0.416, 2.294, 8.403)
H (1.810, 1.900, 7.382)
H (2.010, 1.474, 4.981)
S (-0.121, -2.582, -2.314)
C (0.806, -1.740, -3.532)
C (0.718, -2.142, -4.865)
C (1.415, -1.479, -5.868)
C (1.268, -1.914, -7.225)
N (1.130, -2.269, -8.310)
C (2.234, -0.389, -5.540)
C (2.333, 0.013, -4.213)
C (1.634, -0.640, -3.207)
S (1.807, -0.099, -1.547)
C (2.958, 0.319, -6.552)
N (3.546, 0.901, -7.351)
H (0.078, -2.974, -5.122)
H (2.955, 0.863, -3.965)
Cl (2.803, -2.591, 1.312)
C (1.218, -3.287, 1.180)
C (1.152, -4.667, 1.086)
C (-0.069, -5.299, 0.921)
C (-1.220, -4.533, 0.854)
C (-1.123, -3.161, 0.973)
Cl (-2.611, -2.246, 0.845)
C (0.085, -2.456, 1.149)
N (0.077, -1.061, 1.229)
H (2.072, -5.232, 1.121)
H (-0.117, -6.375, 0.831)
H (-2.192, -4.981, 0.706)
Cl (-4.195, -1.205, -8.156)
C (-3.570, -0.824, -6.577)
C (-3.964, -1.598, -5.497)
C (-3.471, -1.292, -4.239)
C (-2.597, -0.225, -4.081)
C (-2.197, 0.529, -5.179)
C (-2.689, 0.237, -6.439)
C (-2.002, 0.051, -2.755)
O (-0.961, 0.740, -2.628)
O (-2.499, -0.496, -1.707)
H (-4.638, -2.429, -5.650)
H (-3.742, -1.884, -3.376)
H (-1.482, 1.328, -5.035)
H (-2.385, 0.806, -7.306)

Computed properties:
Charge   -1
Energy above the lowest of the compared OMol25 structures with the same formula, charge and spin   0.6 kJ/mol

---

(4)
# C27H58BF4N3O

A cluster of 4 separate species, C27H58BF4N3O in total in a non-equilibrium geometry (the ωB97M-V functional and the def2-TZVPD basis, the OMol25 dataset).

Atoms and positions in Å:
C (3.257, 4.784, -1.070)
C (4.203, 3.555, -1.047)
C (3.387, 2.314, -1.455)
C (4.264, 1.185, -1.981)
N (3.565, -0.160, -2.241)
C (2.327, -0.047, -3.118)
C (2.166, -1.550, -3.558)
C (3.536, -2.211, -3.559)
C (4.464, -1.143, -2.963)
C (3.228, -0.765, -0.877)
H (2.479, 4.541, -0.341)
H (2.717, 4.877, -2.013)
H (3.758, 5.698, -0.760)
H (4.490, 3.557, 0.003)
H (4.966, 3.779, -1.792)
H (2.639, 2.586, -2.204)
H (2.763, 1.996, -0.617)
H (4.987, 0.973, -1.193)
H (4.797, 1.393, -2.907)
H (1.425, 0.362, -2.669)
H (2.640, 0.681, -3.868)
H (1.430, -2.106, -2.980)
H (1.719, -1.557, -4.553)
H (3.672, -3.119, -2.969)
H (3.801, -2.588, -4.545)
H (5.284, -1.526, -2.360)
H (4.889, -0.565, -3.784)
H (2.747, -1.726, -1.030)
H (2.534, -0.090, -0.378)
H (4.140, -0.687, -0.289)
C (1.044, -1.764, 2.031)
C (0.012, -2.546, 2.833)
C (-0.729, -3.612, 2.047)
C (-1.630, -2.913, 1.002)
N (-2.329, -3.831, -0.023)
C (-3.460, -3.117, -0.739)
C (-4.520, -4.112, -1.209)
C (-4.097, -5.381, -0.391)
C (-3.115, -4.937, 0.657)
C (-1.309, -4.285, -1.004)
H (0.687, -0.806, 1.648)
H (1.598, -2.208, 1.203)
H (1.795, -1.406, 2.741)
H (-0.679, -1.827, 3.286)
H (0.415, -2.999, 3.740)
H (-1.342, -4.231, 2.705)
H (-0.020, -4.344, 1.655)
H (-1.104, -2.197, 0.371)
H (-2.400, -2.417, 1.591)
H (-2.992, -2.517, -1.519)
H (-3.954, -2.350, -0.142)
H (-4.568, -4.131, -2.297)
H (-5.509, -3.739, -0.946)
H (-3.566, -6.086, -1.031)
H (-5.017, -5.827, -0.020)
H (-2.434, -5.727, 0.972)
H (-3.604, -4.549, 1.550)
H (-0.524, -4.809, -0.460)
H (-0.793, -3.494, -1.546)
H (-1.771, -4.942, -1.738)
C (-1.416, 5.149, 0.980)
C (-0.891, 3.709, 0.807)
C (0.259, 3.458, 1.817)
C (0.106, 2.802, 3.156)
C (-0.923, 1.670, 3.146)
C (-2.256, 2.002, 2.391)
N (-1.965, 2.647, 1.050)
O (-2.863, 2.607, 0.232)
C (-3.057, 2.921, 3.245)
C (-3.007, 0.627, 2.183)
C (-0.412, 3.577, -0.646)
H (-1.501, 5.343, 2.048)
H (-2.442, 5.201, 0.598)
H (-0.992, 5.951, 0.381)
H (0.835, 4.370, 1.989)
H (0.971, 2.832, 1.271)
H (-0.171, 3.482, 3.964)
H (1.043, 2.339, 3.465)
H (-1.143, 1.402, 4.178)
H (-0.577, 0.762, 2.648)
H (-4.040, 3.046, 2.783)
H (-2.635, 3.915, 3.394)
H (-3.276, 2.526, 4.236)
H (-3.962, 0.934, 1.756)
H (-3.256, 0.173, 3.143)
H (-2.461, -0.125, 1.619)
H (0.214, 4.436, -0.881)
H (-1.253, 3.552, -1.337)
H (0.169, 2.674, -0.819)
B (-1.113, 0.160, -1.312)
F (-0.487, 0.382, -0.085)
F (-0.380, -0.848, -1.942)
F (-2.420, -0.247, -1.100)
F (-1.056, 1.231, -2.205)

Computed properties:
Charge   +2
Electronic energy   -46993.55428 eV

---

(5)
# C16H14ClIrN3O2S5Sb

A structure of composition C16H14ClIrN3O2S5Sb (the ωB97M-V functional and the def2-TZVPD basis, the OMol25 dataset).

Atoms and positions in Å:
Ir (2.670, 1.023, 1.613)
S (2.620, 5.347, 1.490)
Sb (4.039, 3.828, 2.405)
S (4.386, 2.095, 0.602)
S (2.558, 2.159, 3.581)
N (-2.767, 2.515, -3.384)
C (-2.073, 1.334, -3.188)
C (-0.709, 1.363, -2.886)
C (-0.010, 0.189, -2.703)
C (-0.669, -1.031, -2.835)
C (-2.019, -1.078, -3.150)
C (-2.716, 0.101, -3.328)
S (0.195, -2.529, -2.470)
O (-0.153, -3.529, -3.468)
O (1.578, -2.181, -2.172)
N (0.069, -0.748, 0.227)
C (-0.224, 0.578, 0.509)
S (-1.826, 1.129, 0.792)
C (-1.226, 2.740, 0.946)
C (0.113, 2.761, 0.767)
N (0.673, 1.523, 0.523)
H (-2.357, 3.339, -2.976)
H (-3.765, 2.468, -3.263)
H (-0.200, 2.312, -2.770)
H (1.039, 0.213, -2.444)
H (-2.522, -2.031, -3.242)
H (-3.772, 0.074, -3.567)
H (-1.870, 3.564, 1.201)
H (0.774, 3.618, 0.849)
Cl (-2.544, -3.687, 3.522)
C (-1.062, -2.945, 2.971)
C (-1.068, -2.200, 1.804)
C (0.108, -1.611, 1.377)
C (1.326, -1.771, 2.063)
C (2.580, -1.153, 1.584)
C (1.275, -2.532, 3.236)
C (0.103, -3.108, 3.698)
H (-1.977, -2.066, 1.233)
H (0.974, -0.781, -0.238)
H (2.742, -1.398, 0.526)
H (3.427, -1.546, 2.146)
H (2.186, -2.663, 3.808)
H (0.093, -3.685, 4.612)

Computed properties:
Charge   -1
Energy above the lowest of the compared OMol25 structures with the same formula, charge and spin   40.7 kJ/mol
Multiplicity   6

---

(6)
# C2H2CaLiO2

A structure of composition C2H2CaLiO2 in a non-equilibrium geometry (the ωB97M-V functional and the def2-TZVPD basis, the OMol25 dataset).

Atoms and positions in Å:
C (1.548, -0.644, -0.672)
C (0.626, -0.052, 0.152)
O (-0.184, 0.902, -0.365)
O (1.120, -1.531, -1.600)
H (2.577, -0.254, -0.699)
Ca (-4.492, 0.341, 0.987)
Li (-1.710, 1.589, 0.997)
H (0.515, -0.351, 1.201)

Computed properties:
Charge   +1
Energy above the lowest of the compared OMol25 structures with the same formula, charge and spin   565.5 kJ/mol

---

(7)
# C6H10N

A structure of composition C6H10N in a non-equilibrium geometry (the ωB97M-V functional and the def2-TZVPD basis, the OMol25 dataset).

Atoms and positions in Å:
C (0.915, 0.016, 1.378)
C (-0.692, 0.356, -0.948)
C (0.384, -1.307, 0.918)
C (-0.712, -0.387, 0.267)
C (-0.416, 1.489, -1.558)
C (-1.302, -0.865, -0.997)
N (1.953, 0.762, 0.849)
H (0.222, 0.337, 2.117)
H (0.858, -1.823, 0.198)
H (-0.112, -1.921, 1.656)
H (-1.421, -0.107, 1.019)
H (2.533, 0.521, 0.170)
H (0.067, 2.281, -1.204)
H (-0.993, 1.566, -2.429)
H (-2.392, -0.908, -1.055)
H (-0.853, -1.736, -1.536)
H (1.963, 1.724, 1.156)

Computed properties:
Charge   +1
Energy above the lowest of the compared OMol25 structures with the same formula, charge and spin   276.2 kJ/mol